The following is a DFT calculation (ωB97M-V/def2-TZVPD) of a structure of composition C23H49BBrINiO2SSi4Te.

Element x y z (Å)
Ni1 -0.447 -2.641 -0.753
Br1 4.428 -1.951 0.446
C1 4.472 -2.922 -1.175
C2 5.577 -3.727 -1.426
C3 5.652 -4.450 -2.603
C4 4.625 -4.372 -3.535
C5 3.526 -3.569 -3.284
C6 3.443 -2.842 -2.101
I1 1.770 -1.611 -1.837
H1 6.372 -3.777 -0.696
H2 6.516 -5.072 -2.791
H3 4.678 -4.933 -4.458
H4 2.725 -3.505 -4.008
C7 -3.404 -3.631 0.154
S1 -2.316 -3.999 -1.233
C8 -3.246 -3.236 -2.579
H5 -3.664 -2.573 0.138
H6 -2.846 -3.830 1.066
H7 -4.293 -4.256 0.096
H8 -4.245 -3.669 -2.619
H9 -2.724 -3.457 -3.507
H10 -3.295 -2.158 -2.437
C9 -1.261 -1.545 4.364
C10 -0.446 -2.500 3.512
C11 -0.431 -3.887 4.136
O1 -1.100 -2.621 2.223
B1 -0.133 -2.649 1.244
O2 1.129 -2.452 1.764
C12 0.973 -1.978 3.129
C13 2.107 -2.538 3.964
C14 1.056 -0.459 3.057
H11 -2.245 -1.976 4.553
H12 -1.403 -0.588 3.866
H13 -0.779 -1.370 5.329
H14 -1.457 -4.243 4.232
H15 0.022 -3.878 5.129
H16 0.115 -4.595 3.511
H17 2.159 -3.623 3.893
H18 1.994 -2.260 5.014
H19 3.054 -2.129 3.609
H20 0.262 -0.067 2.417
H21 2.011 -0.184 2.608
H22 0.986 0.009 4.040
C15 2.336 1.654 0.575
Si1 1.484 2.580 -0.821
C16 2.310 2.217 -2.473
C17 1.645 4.435 -0.511
Si2 -0.810 2.086 -0.876
Te1 -1.485 -0.321 -0.948
Si3 -1.872 3.012 1.016
C18 -3.481 2.118 1.399
C19 -2.245 4.826 0.653
C20 -0.741 2.944 2.525
Si4 -1.791 2.894 -2.850
C21 -3.657 2.692 -2.717
C22 -1.380 4.716 -3.113
C23 -1.168 1.911 -4.327
H23 3.405 1.885 0.581
H24 2.226 0.573 0.478
H25 1.921 1.946 1.542
H26 3.386 2.395 -2.398
H27 1.915 2.875 -3.251
H28 2.160 1.189 -2.805
H29 2.695 4.736 -0.554
H30 1.260 4.714 0.472
H31 1.101 5.018 -1.257
H32 -4.293 2.500 0.777
H33 -3.756 2.269 2.447
H34 -3.402 1.046 1.220
H35 -2.995 4.934 -0.133
H36 -1.351 5.367 0.337
H37 -2.629 5.320 1.550
H38 -0.305 1.956 2.679
H39 -1.311 3.203 3.422
H40 0.079 3.659 2.435
H41 -4.084 3.405 -2.009
H42 -3.924 1.689 -2.379
H43 -4.129 2.858 -3.689
H44 -1.647 5.332 -2.254
H45 -1.929 5.095 -3.980
H46 -0.316 4.858 -3.310
H47 -1.262 0.838 -4.151
H48 -0.119 2.124 -4.539
H49 -1.754 2.167 -5.214

Calculated values
Orbital gap (alpha / beta), Eh: 0.2512 / 0.2391
<S²>: 2.011
Calculated total energy, Ha: -7285.48237
E_HOMO (alpha / beta), hartree: -0.2419 / -0.2549
Energy relative to the best compared isomer or geometry (same formula, charge and spin), eV: 0.000
Spin multiplicity: 3

---

The following is a DFT calculation (ωB97M-V/def2-TZVPD) of a cluster of 5 separate species, C23H49ClNO12P in total in a non-equilibrium geometry.

Element x y z (Å)
C1 -5.737 2.737 -1.160
C2 -5.425 1.843 -2.406
C3 -4.261 0.835 -2.209
C4 -4.296 0.038 -0.884
N1 -2.888 -0.170 -0.482
O1 -2.851 -1.146 0.560
P1 -1.366 -0.848 1.345
O2 -0.809 -2.183 1.731
O3 -1.744 0.034 2.684
O4 -0.442 -0.038 0.243
C5 0.556 0.810 0.839
C6 -0.006 2.189 1.344
C7 1.133 3.230 1.213
Cl1 -1.527 2.664 0.499
H1 -6.753 2.491 -0.813
H2 -5.053 2.567 -0.316
H3 -5.644 3.793 -1.445
H4 -6.329 1.333 -2.769
H5 -5.112 2.522 -3.217
H6 -3.301 1.367 -2.338
H7 -4.292 0.096 -3.030
H8 -4.769 -0.952 -1.020
H9 -4.800 0.548 -0.051
H10 -2.427 -0.534 -1.318
H11 -2.327 0.743 2.383
H12 1.250 1.067 0.020
H13 1.165 0.316 1.612
H14 -0.207 2.051 2.416
H15 1.369 3.340 0.146
H16 2.009 2.864 1.773
H17 0.782 4.163 1.672
C8 5.465 -2.506 1.040
C9 5.667 -2.013 2.458
O5 5.020 -0.752 2.668
C10 3.723 -0.621 2.972
C11 2.806 -1.804 2.857
O6 3.296 0.467 3.266
H18 4.412 -2.680 0.819
H19 6.010 -3.437 0.879
H20 5.823 -1.760 0.328
H21 5.351 -2.740 3.207
H22 6.728 -1.831 2.629
H23 2.305 -1.764 1.889
H24 2.060 -1.737 3.648
H25 3.296 -2.767 2.974
C12 0.676 1.628 -5.019
C13 -0.533 1.290 -4.171
O7 -1.746 1.391 -4.924
C14 -2.227 0.418 -5.715
C15 -1.351 -0.760 -6.047
O8 -3.319 0.529 -6.197
H26 0.793 0.933 -5.852
H27 1.585 1.600 -4.418
H28 0.569 2.625 -5.449
H29 -0.452 0.310 -3.697
H30 -0.624 2.018 -3.366
H31 -0.875 -0.586 -7.012
H32 -1.979 -1.647 -6.113
H33 -0.588 -0.972 -5.301
C16 -3.632 -4.460 0.877
C17 -4.994 -3.799 0.944
O9 -5.997 -4.624 0.338
C18 -6.618 -5.626 0.975
C19 -6.097 -6.092 2.309
O10 -7.541 -6.179 0.444
H34 -3.611 -5.400 1.429
H35 -2.873 -3.801 1.288
H36 -3.372 -4.694 -0.156
H37 -5.278 -3.520 1.960
H38 -4.975 -2.877 0.365
H39 -5.451 -6.955 2.153
H40 -6.946 -6.386 2.924
H41 -5.554 -5.331 2.865
C20 7.821 4.653 2.647
C21 6.847 4.719 1.489
O11 7.060 3.650 0.564
C22 6.548 2.419 0.722
C23 5.916 2.036 2.032
O12 6.661 1.620 -0.169
H42 7.696 3.738 3.228
H43 7.682 5.505 3.314
H44 8.847 4.659 2.278
H45 5.807 4.746 1.817
H46 7.019 5.635 0.925
H47 6.650 1.508 2.639
H48 5.084 1.378 1.829
H49 5.517 2.876 2.597

Calculated values
Orbital gap, Eh: 0.3611
Calculated total energy, Ha: -2664.98651
E_HOMO, hartree: -0.3520
Structure (SMILES): CCCCNO[P@](=O)(O)OC[C@@H](C)Cl.CCOC(C)=O.CCOC(C)=O.CCOC(C)=O.CCOC(C)=O

---

The following is a DFT calculation (ωB97M-V/def2-TZVPD) of a structure of composition C23H49MnN3P4Se in a non-equilibrium geometry.

Element x y z (Å)
Mn1 0.277 -0.622 0.016
P1 -1.430 -2.277 0.207
P2 2.079 -0.894 1.952
P3 1.762 -1.815 -1.331
H1 -2.699 1.825 -3.622
C1 -2.718 0.751 -3.887
C2 -2.416 -0.238 -3.029
H2 -2.104 -0.021 -2.009
C3 -3.048 -1.927 0.998
C4 -0.669 -3.344 1.520
C5 -1.883 -3.547 -1.052
C6 3.573 0.140 2.290
C7 1.519 -0.824 3.710
C8 3.017 -2.481 2.064
C9 1.116 -1.785 -3.057
C10 1.986 -3.629 -1.045
C11 3.501 -1.232 -1.551
H3 -3.112 0.512 -4.889
H4 -2.567 -1.288 -3.320
H5 -3.250 -0.859 0.875
H6 -3.050 -2.152 2.077
H7 -3.889 -2.465 0.536
H8 -0.392 -2.746 2.392
H9 0.239 -3.856 1.186
H10 -1.386 -4.105 1.846
H11 -2.723 -3.200 -1.669
H12 -2.188 -4.483 -0.559
H13 -1.044 -3.777 -1.719
H14 4.118 -0.395 3.074
H15 3.298 1.125 2.675
H16 4.226 0.236 1.419
H17 2.311 -1.297 4.310
H18 0.583 -1.363 3.892
H19 1.413 0.216 4.048
H20 3.579 -2.432 3.006
H21 3.749 -2.596 1.255
H22 2.352 -3.351 2.098
H23 1.860 -2.274 -3.700
H24 0.950 -0.755 -3.398
H25 0.164 -2.327 -3.129
H26 2.563 -4.035 -1.889
H27 1.021 -4.153 -0.999
H28 2.538 -3.834 -0.118
H29 3.918 -1.795 -2.396
H30 4.110 -1.417 -0.656
H31 3.551 -0.161 -1.788
C12 1.164 2.100 -2.577
C13 0.005 1.824 -3.303
C14 -0.063 2.001 -4.686
C15 1.017 2.599 -5.337
C16 2.151 2.992 -4.604
C17 2.258 2.668 -3.246
Se1 1.348 1.624 -0.719
H32 -1.294 -0.506 -0.416
H33 -0.795 1.354 -2.754
H34 -0.937 1.654 -5.244
H35 0.912 2.715 -6.418
H36 2.981 3.501 -5.105
H37 3.187 2.804 -2.689
C18 -1.562 2.992 3.881
N1 -0.782 3.559 2.745
C19 -1.716 3.994 1.710
N2 -2.620 2.922 1.243
C20 -3.335 2.348 2.407
N3 -2.418 1.871 3.460
C21 -1.703 0.682 3.064
P4 -0.610 1.070 1.536
C22 0.208 2.639 2.233
C23 -1.905 1.939 0.461
H38 -2.218 3.796 4.253
H39 -0.888 2.681 4.687
H40 -1.137 4.349 0.856
H41 -2.348 4.790 2.121
H42 -3.991 1.531 2.093
H43 -3.944 3.156 2.834
H44 -1.064 0.321 3.882
H45 -2.428 -0.105 2.820
H46 0.890 2.359 3.041
H47 0.788 3.133 1.446
H48 -2.599 1.195 0.061
H49 -1.353 2.400 -0.371

Calculated values
Orbital gap (alpha / beta), Eh: 0.2053 / 0.1704
Charge: +3
<S²>: 6.346
Calculated total energy, Ha: -5986.81653
E_HOMO (alpha / beta), hartree: -0.5998 / -0.6004
Energy relative to the best compared isomer or geometry (same formula, charge and spin), eV: 1.555
Spin multiplicity: 5